Model w:
Computed, not measured: a cluster of 2 separate species, C7H14N2S in total, with ωB97M-V/def2-TZVPD.

Summary:
E_LUMO: 0.712 eV
molar mass: 158.27 g mol⁻¹
gap between HOMO and LUMO: 9.614 eV
HOMO: -8.9 eV

Geometry as ORCA input:
```
! RIJCOSX wB97M-V def2-TZVPD def2/J DEFGRID3
* xyz 0 1
S 4.216 1.505 -0.641
N 3.133 -0.847 -1.658
N 0.680 -0.539 -1.006
C 3.606 0.130 -1.177
C 0.015 -0.264 -2.032
C 0.227 -0.030 0.365
C -1.152 -0.694 0.773
C -1.150 0.601 -2.379
C 0.338 1.481 0.545
C 1.247 -0.660 1.364
H 2.147 0.043 1.487
H 0.206 -0.780 -3.005
H 1.125 1.863 -0.063
H -0.638 1.957 0.469
H 0.665 1.484 1.619
H -0.922 -1.774 0.642
H 0.798 -0.594 2.479
H -0.768 1.428 -2.998
H -1.776 0.114 -3.137
H -1.647 0.888 -1.519
H 1.635 -1.655 1.224
H -2.061 -0.576 0.200
H -1.453 -0.400 1.776
H 2.141 -1.182 -1.497
*
```

natural (NBO) population analysis, charges in e, atoms 1 to 8: number 1, S, carries -0.10; number 2, N, carries -0.67; number 3, N, carries -0.48; number 4, C, carries 0.25; number 5, C, carries 0.20; number 6, C, carries 0.11; number 7, C, carries -0.63; number 8, C, carries -0.69

=====

Model x:
Computed, not measured: a cluster of 2 separate species, C7H14N2S in total, with ωB97M-V/def2-TZVPD.

Summary:
E_LUMO: 0.693 eV
molar mass: 158.27 g mol⁻¹
gap between HOMO and LUMO: 9.510 eV
HOMO: -8.8 eV

Geometry as ORCA input:
```
! RIJCOSX wB97M-V def2-TZVPD def2/J DEFGRID3
* xyz 0 1
S 2.381 -2.609 0.976
N -0.763 -0.132 -2.425
N -1.994 1.124 -1.123
C -0.205 -2.476 2.165
C 0.981 2.747 0.542
C 0.562 -2.656 0.798
C -2.020 0.155 -2.029
C -0.657 1.355 -0.849
C -0.406 2.545 0.047
C 0.130 0.566 -1.626
H 0.330 -1.810 2.825
H 1.465 1.890 0.996
H -1.218 -2.197 1.898
H -0.508 -0.816 -3.117
H 1.150 0.229 -1.704
H 0.247 -1.808 0.201
H 2.461 -1.323 0.630
H 1.082 3.616 1.192
H -1.085 2.534 0.906
H 1.657 3.127 -0.246
H 0.265 -3.626 0.405
H -0.706 3.330 -0.654
H -0.199 -3.496 2.559
H -2.948 -0.272 -2.366
*
```

natural (NBO) population analysis, charges in e, atoms 1 to 8: number 1, S, carries -0.06; number 2, N, carries -0.52; number 3, N, carries -0.47; number 4, C, carries -0.61; number 5, C, carries -0.61; number 6, C, carries -0.51; number 7, C, carries 0.16; number 8, C, carries 0.10

=====

Model y:
Computed, not measured: a structure of composition C7H14N2S, with ωB97M-V/def2-TZVPD.

Summary:
E_LUMO: 0.617 eV
molar mass: 158.27 g mol⁻¹
gap between HOMO and LUMO: 8.961 eV
HOMO: -8.3 eV

Geometry as ORCA input:
```
! RIJCOSX wB97M-V def2-TZVPD def2/J DEFGRID3
* xyz 0 1
S 1.811 3.566 0.701
N 3.409 -0.438 2.472
N 2.460 1.528 2.066
C 3.408 4.190 0.112
C 1.586 0.845 2.875
C 1.599 2.143 -0.398
C 3.539 0.723 1.850
C 2.195 -0.369 3.113
C 0.228 1.521 -0.159
C 4.599 3.306 0.467
H 4.385 1.030 1.235
H 1.698 2.487 -1.445
H 3.512 5.185 0.585
H 2.325 2.471 1.693
H 4.660 3.175 1.560
H 0.134 1.183 0.887
H 2.396 1.398 -0.211
H 0.636 1.271 3.199
H 4.505 2.312 -0.002
H 5.533 3.774 0.115
H 0.087 0.652 -0.824
H 3.338 4.343 -0.982
H -0.571 2.254 -0.365
H 1.820 -1.197 3.714
*
```

natural (NBO) population analysis, charges in e, atoms 1 to 8: number 1, S, carries 0.28; number 2, N, carries -0.47; number 3, N, carries -0.55; number 4, C, carries -0.52; number 5, C, carries -0.13; number 6, C, carries -0.53; number 7, C, carries 0.13; number 8, C, carries -0.11

=====

Which structure loses on stability? model w does.

=====

Model w:
Computed, not measured: a cluster of 3 separate species, C3H12NO2S in total, with ωB97M-V/def2-TZVPD.

Summary:
E_LUMO: 2.765 eV
molar mass: 126.20 g mol⁻¹
gap between HOMO and LUMO: 5.609 eV
HOMO: -2.8 eV

Geometry as ORCA input:
```
! RIJCOSX wB97M-V def2-TZVPD def2/J DEFGRID3
* xyz -1 1
S 1.488 -1.291 -0.997
O -6.380 2.386 -0.102
O 0.042 0.796 -3.126
N -0.080 0.277 1.226
C 1.297 -1.323 2.469
C 2.198 -0.233 0.336
C 1.316 -0.093 1.574
H 2.310 -1.685 2.619
H 0.646 -2.144 2.158
H -6.263 2.547 0.843
H -0.653 -0.555 1.249
H 3.225 -0.514 0.575
H 0.404 0.050 -3.610
H 2.318 0.747 -0.143
H -6.390 3.267 -0.504
H -0.040 0.492 0.231
H 0.316 0.559 -2.219
H 0.815 -1.048 3.420
H 1.708 0.740 2.167
*
```

natural (NBO) population analysis, charges in e, atoms 1 to 8: number 1, S, carries -0.74; number 2, O, carries -0.93; number 3, O, carries -0.99; number 4, N, carries -0.85; number 5, C, carries -0.61; number 6, C, carries -0.53; number 7, C, carries -0.06; number 8, H, carries 0.20

=====

Model x:
Computed, not measured: a cluster of 3 separate species, C3H12NO2S in total, with ωB97M-V/def2-TZVPD.

Summary:
E_LUMO: 3.755 eV
molar mass: 126.20 g mol⁻¹
gap between HOMO and LUMO: 6.775 eV
HOMO: -3.0 eV

Geometry as ORCA input:
```
! RIJCOSX wB97M-V def2-TZVPD def2/J DEFGRID3
* xyz -1 1
S -1.386 -0.596 -0.010
O 0.956 2.082 4.511
O -0.208 1.915 1.768
N 0.973 0.416 -2.176
C 1.417 -1.790 -1.247
C -1.009 -1.100 -1.716
C 0.457 -0.963 -2.143
H 2.439 -1.431 -1.306
H 0.775 0.697 -1.207
H 0.932 -1.851 -0.270
H -0.447 0.969 1.647
H 0.417 -1.432 -3.120
H 0.385 0.903 -2.845
H 1.754 -2.808 -1.522
H -0.952 2.162 1.185
H 1.119 2.455 3.645
H -1.646 -0.560 -2.429
H -1.325 -2.140 -1.720
H 0.975 1.127 4.292
*
```

natural (NBO) population analysis, charges in e, atoms 1 to 8: number 1, S, carries -0.76; number 2, O, carries -0.95; number 3, O, carries -1.00; number 4, N, carries -0.85; number 5, C, carries -0.66; number 6, C, carries -0.53; number 7, C, carries -0.07; number 8, H, carries 0.21

=====

Which structure loses on stability? model x does.